P) Density functional theory data (ωB97M-V/def2-TZVPD) for a single C20H20N4O3S molecule.

XYZ file:
```
48
C20H20N4O3S, DFT ωB97M-V/def2-TZVPD
C -3.93 -3.56 1.05
C -4.71 -2.28 1.29
C -4.22 -1.16 0.37
C -5.00 0.13 0.58
O -4.51 1.19 -0.24
C -3.50 1.92 0.25
O -2.99 1.74 1.32
C -3.17 3.05 -0.70
S -1.47 3.63 -0.41
C -0.63 2.12 -0.63
N -1.34 1.10 -1.08
C -0.75 -0.07 -1.26
N -1.51 -1.06 -1.77
C 0.62 -0.28 -0.94
C 1.13 -1.58 -1.07
N 1.46 -2.68 -1.19
C 1.38 0.79 -0.47
C 2.80 0.62 -0.14
C 3.65 -0.07 -0.99
C 4.98 -0.24 -0.68
C 5.49 0.27 0.51
O 6.78 0.15 0.92
C 7.69 -0.54 0.10
C 4.64 0.96 1.37
C 3.31 1.14 1.05
C 0.74 2.04 -0.33
C 1.44 3.20 0.06
N 1.98 4.16 0.35
H -4.28 -4.35 1.72
H -2.87 -3.40 1.24
H -4.05 -3.91 0.03
H -4.60 -1.97 2.32
H -5.77 -2.46 1.10
H -3.17 -0.96 0.57
H -4.33 -1.47 -0.67
H -6.05 0.01 0.30
H -4.94 0.44 1.63
H -3.29 2.73 -1.73
H -3.81 3.90 -0.50
H -2.48 -0.88 -1.93
H -1.15 -1.99 -1.85
H 3.27 -0.46 -1.93
H 5.61 -0.77 -1.38
H 8.64 -0.52 0.63
H 7.38 -1.59 -0.04
H 7.81 -0.06 -0.87
H 5.04 1.35 2.29
H 2.66 1.67 1.74
```

**SMILES string**: CCCCOC(=O)CSc1nc(N)c(C#N)c(-c2ccc(OC)cc2)c1C#N
**Gap between HOMO and LUMO**: 8.5 eV
**HOMO level**: -8.63 eV
**Spin multiplicity**: 1

---

Q) Density functional theory data (ωB97M-V/def2-TZVPD) for a single C20H20N4O3S molecule.

XYZ file:
```
48
C20H20N4O3S, DFT ωB97M-V/def2-TZVPD
C 1.37 1.84 1.07
C 0.09 1.73 0.30
C -1.05 2.39 0.73
C -2.24 2.29 0.04
C -2.32 1.52 -1.11
C -3.66 1.31 -1.78
N -4.29 0.16 -1.15
C -4.93 0.30 0.03
O -5.37 1.34 0.47
C -5.05 -1.01 0.81
S -3.55 -1.22 1.84
C -2.45 -1.81 0.67
N -2.68 -2.07 -0.59
N -1.53 -2.54 -1.10
C -0.66 -2.56 -0.16
C 0.74 -3.07 -0.21
N 1.71 -2.08 0.20
C 2.69 -1.67 -0.65
O 2.79 -2.09 -1.78
C 3.63 -0.67 -0.07
C 3.98 -0.65 1.28
C 4.87 0.30 1.75
C 5.42 1.23 0.89
C 5.09 1.21 -0.46
C 4.21 0.26 -0.93
O -1.18 -2.10 1.02
C -1.19 0.84 -1.54
C 0.00 0.95 -0.85
H 1.46 2.83 1.51
H 2.23 1.66 0.43
H 1.39 1.12 1.88
H -1.00 3.00 1.63
H -3.12 2.81 0.40
H -3.55 1.10 -2.84
H -4.31 2.17 -1.63
H -3.85 -0.74 -1.34
H -5.14 -1.89 0.17
H -5.87 -0.95 1.52
H 0.97 -3.34 -1.25
H 0.81 -3.96 0.42
H 1.59 -1.65 1.10
H 3.58 -1.39 1.96
H 5.14 0.30 2.80
H 6.11 1.97 1.27
H 5.52 1.94 -1.13
H 3.94 0.22 -1.98
H -1.24 0.22 -2.43
H 0.88 0.42 -1.20
```

**SMILES string**: Cc1ccc(CNC(=O)CSc2nnc(CNC(=O)c3ccccc3)o2)cc1
**Gap between HOMO and LUMO**: 9.2 eV
**HOMO level**: -8.84 eV
**Spin multiplicity**: 1

---

Short version: Q) is the most stable of them.

---

P) Density functional theory data (ωB97M-V/def2-TZVPD) for 2 unconnected molecules or ions with the total composition C4H12OS2.

XYZ file:
```
19
C4H12OS2, DFT ωB97M-V/def2-TZVPD
C 0.99 1.50 2.33
C 0.75 1.37 0.82
S 1.33 -0.25 0.19
S -0.32 -1.39 0.64
C -1.27 -1.09 -0.92
C -1.34 -2.56 -1.44
H 0.34 0.76 2.84
H 0.89 2.54 2.64
H 2.04 1.33 2.65
H 1.12 2.18 0.19
H -0.35 1.40 0.68
H -2.22 -0.58 -0.75
H -0.60 -0.49 -1.53
H -1.51 -2.65 -2.51
H -2.15 -2.99 -0.85
H -0.43 -3.13 -1.26
O -0.70 3.42 -1.90
H -0.38 2.91 -1.15
H -0.63 2.68 -2.53
```

**SMILES string**: CCSSCC.O
**Gap between HOMO and LUMO**: 9.4 eV
**HOMO level**: -8.84 eV
**Spin multiplicity**: 1

---

Q) Density functional theory data (ωB97M-V/def2-TZVPD) for 2 unconnected molecules or ions with the total composition C4H12OS2.

XYZ file:
```
19
C4H12OS2, DFT ωB97M-V/def2-TZVPD
C -0.65 0.85 -2.57
C -1.28 -0.02 -1.38
C -0.26 -0.55 -0.41
S 0.84 1.02 0.14
S 1.70 0.29 1.84
C 3.46 -0.07 1.42
H -1.40 1.70 -2.77
H 0.25 1.41 -2.33
H -0.43 0.25 -3.53
H -2.14 0.38 -0.73
H -1.74 -0.93 -1.81
H -0.59 -0.97 0.53
H 0.61 -1.06 -0.95
H 4.29 0.39 1.96
H 3.63 -1.19 1.77
H 3.65 -0.02 0.31
O -3.19 -0.39 3.19
H -2.76 -0.26 2.34
H -3.99 -0.84 2.99
```

**SMILES string**: CCCSSC.O
**Gap between HOMO and LUMO**: 9.0 eV
**HOMO level**: -8.38 eV
**Spin multiplicity**: 1

---

R) Density functional theory data (ωB97M-V/def2-TZVPD) for 2 unconnected molecules or ions with the total composition C4H12OS2.

XYZ file:
```
19
C4H12OS2, DFT ωB97M-V/def2-TZVPD
C 1.31 1.74 2.29
C 0.48 1.07 1.14
S 1.02 1.62 -0.48
S -0.60 1.20 -1.69
C -0.48 -0.61 -1.78
C 0.54 -1.12 -2.79
H 2.29 1.28 2.36
H 0.69 1.50 3.16
H 1.32 2.82 2.19
H -0.58 0.99 1.37
H 0.85 0.04 1.21
H -0.12 -0.91 -0.81
H -1.45 -1.10 -1.80
H 0.83 -2.16 -2.60
H 1.48 -0.56 -2.76
H 0.11 -1.17 -3.79
O -2.29 -1.76 1.45
H -3.18 -2.04 1.65
H -2.21 -0.84 1.67
```

**SMILES string**: CCSSCC.O
**Gap between HOMO and LUMO**: 9.2 eV
**HOMO level**: -8.57 eV
**Spin multiplicity**: 1

---

Short version: R) is the most stable of them.

---

P) Density functional theory data (ωB97M-V/def2-TZVPD) for a single C19H21N3O4S molecule.

XYZ file:
```
48
C19H21N3O4S, DFT ωB97M-V/def2-TZVPD
C -0.35 -3.62 1.38
C 0.59 -3.61 0.20
O 0.57 -4.48 -0.65
C 1.55 -2.48 0.11
C 1.78 -1.56 1.13
C 2.68 -0.53 0.96
C 3.34 -0.37 -0.26
N 4.20 0.71 -0.50
C 4.17 2.01 -0.04
O 5.15 2.71 -0.07
N 2.97 2.49 0.45
C 1.68 2.01 0.26
C 1.29 1.43 -0.95
C 0.04 0.84 -1.05
C -0.82 0.86 0.02
S -2.35 -0.05 -0.02
O -2.29 -1.06 1.01
O -2.60 -0.49 -1.37
N -3.44 1.13 0.49
C -3.79 2.03 -0.59
C -5.03 1.41 -1.28
C -5.56 0.38 -0.27
C -4.69 0.59 0.98
C -0.48 1.52 1.19
C 0.76 2.10 1.31
C 3.16 -1.31 -1.27
C 2.28 -2.35 -1.08
H -0.96 -4.52 1.34
H -1.00 -2.75 1.33
H 0.21 -3.60 2.32
H 1.27 -1.65 2.07
H 2.88 0.15 1.77
H 5.03 0.51 -1.04
H 3.08 3.33 1.00
H 1.97 1.42 -1.78
H -0.27 0.34 -1.96
H -4.03 3.00 -0.16
H -2.94 2.13 -1.26
H -4.73 0.92 -2.20
H -5.77 2.18 -1.50
H -5.40 -0.63 -0.65
H -6.61 0.51 -0.05
H -5.14 1.33 1.65
H -4.49 -0.33 1.53
H -1.19 1.53 2.00
H 1.05 2.60 2.22
H 3.70 -1.21 -2.20
H 2.11 -3.08 -1.86
```

**SMILES string**: CC(=O)c1ccc(NC(=O)Nc2ccc(S(=O)(=O)N3CCCC3)cc2)cc1
**Gap between HOMO and LUMO**: 9.0 eV
**HOMO level**: -8.80 eV
**Spin multiplicity**: 1

---

Q) Density functional theory data (ωB97M-V/def2-TZVPD) for a single C19H21N3O4S molecule.

XYZ file:
```
48
C19H21N3O4S, DFT ωB97M-V/def2-TZVPD
C 3.08 -5.22 -0.14
C 2.43 -4.99 -1.44
C 1.23 -4.05 -1.36
C 1.39 -2.62 -1.17
C 0.33 -1.89 -0.73
C -1.00 -2.48 -0.58
N -2.24 -1.72 -0.54
S -2.62 -0.73 0.85
O -2.09 -1.39 2.09
O -4.04 -0.59 0.87
C -1.80 0.94 0.50
C -0.49 1.00 0.88
C 0.26 2.15 0.82
C -0.42 3.23 0.21
C -1.76 3.14 -0.29
C -2.44 1.96 -0.11
C -3.78 1.78 -0.74
N 0.12 4.54 0.24
C -0.74 5.81 -0.03
C 1.49 4.75 0.63
O 1.99 5.89 0.38
C 2.19 3.59 1.25
O 3.47 3.64 1.44
N 1.55 2.32 1.41
C 2.36 1.17 1.82
C -1.09 -3.85 -0.72
C 0.00 -4.56 -1.07
H 3.25 -4.30 0.40
H 4.01 -5.77 -0.34
H 2.51 -5.96 0.49
H 3.27 -4.53 -1.98
H 2.23 -5.94 -1.97
H 2.41 -2.28 -1.29
H 0.38 -0.79 -0.56
H -3.03 -2.27 -0.69
H -0.04 0.03 1.30
H -2.08 3.97 -0.88
H -4.63 1.75 0.08
H -4.02 2.49 -1.50
H -3.84 0.84 -1.25
H -0.37 6.82 0.18
H -1.63 5.72 0.59
H -1.16 5.72 -1.11
H 2.94 0.79 0.96
H 2.96 1.48 2.64
H 1.63 0.38 2.17
H -2.09 -4.35 -0.52
H -0.05 -5.66 -1.23
```

**SMILES string**: CCc1ccc(NS(=O)(=O)c2cc3c(cc2C)n(C)c(=O)c(=O)n3C)cc1
**Gap between HOMO and LUMO**: 8.2 eV
**HOMO level**: -8.74 eV
**Spin multiplicity**: 1

---

Short version: P) is the most stable of them.

---

P) Density functional theory data (ωB97M-V/def2-TZVPD) for a molecular structure, C5H5NSn.

XYZ file:
```
12
C5H5NSn, DFT ωB97M-V/def2-TZVPD
Sn -0.32 -4.03 0.11
N -0.16 -1.18 0.36
C -0.85 -0.20 0.99
C -0.65 1.13 0.82
C 0.22 1.48 -0.23
C 0.87 0.54 -1.02
C 0.71 -0.79 -0.58
H -1.69 -0.49 1.60
H -1.33 1.82 1.30
H 0.52 2.51 -0.35
H 1.48 0.80 -1.87
H 1.20 -1.59 -1.13
```

**Total charge**: +2
**Gap between HOMO and LUMO**: 5.3 eV
**HOMO level**: -17.51 eV
**Spin multiplicity**: 1

---

Q) Density functional theory data (ωB97M-V/def2-TZVPD) for a molecular structure, C5H5NSn.

XYZ file:
```
12
C5H5NSn, DFT ωB97M-V/def2-TZVPD
Sn -6.36 9.71 12.28
N -3.74 9.01 13.23
C -3.35 7.75 13.52
C -2.01 7.36 13.59
C -1.04 8.35 13.30
C -1.47 9.63 12.98
C -2.80 9.91 12.96
H -4.12 7.00 13.67
H -1.65 6.38 13.89
H 0.02 8.15 13.28
H -0.78 10.43 12.74
H -3.19 10.92 12.87
```

**Total charge**: +2
**Gap between HOMO and LUMO**: 5.3 eV
**HOMO level**: -17.52 eV
**Spin multiplicity**: 1

---

Short version: Q) is the most stable of them.

---

P) Density functional theory data (ωB97M-V/def2-TZVPD) for a molecular structure, C18H42Br2N3ORuSi3.

XYZ file:
```
70
C18H42Br2N3ORuSi3, DFT ωB97M-V/def2-TZVPD
Ru -0.39 0.76 0.11
Br -1.55 3.19 0.35
C -0.63 4.75 -0.40
Br 0.75 4.35 -1.64
H -0.22 5.28 0.45
H -1.42 5.31 -0.89
C -4.53 1.64 -0.32
O -3.31 0.88 -0.27
Si -3.24 -0.71 0.22
C -4.28 -1.93 -0.70
C -3.73 -0.78 2.01
C -1.40 -1.00 -0.24
Si -0.58 -1.78 1.27
C -0.64 -0.28 2.45
C 1.20 -2.33 1.25
C -1.50 -3.34 1.71
Si -1.09 -0.67 -2.09
C -0.43 -2.25 -2.79
C -2.53 -0.07 -3.09
C 0.15 0.76 -2.32
H -5.26 1.13 -0.94
H -4.31 2.61 -0.76
H -4.93 1.78 0.69
H -5.33 -1.63 -0.64
H -4.20 -2.89 -0.19
H -4.03 -2.08 -1.74
H -4.79 -1.06 2.06
H -3.62 0.19 2.51
H -3.19 -1.52 2.60
H -1.27 0.59 2.19
H 0.36 0.07 2.69
H -1.08 -0.62 3.39
H 1.92 -1.53 1.37
H 1.46 -2.93 0.38
H 1.29 -2.98 2.12
H -2.48 -3.44 1.25
H -1.64 -3.43 2.79
H -0.90 -4.19 1.40
H -1.15 -3.06 -2.65
H 0.51 -2.57 -2.32
H -0.24 -2.17 -3.87
H -3.39 -0.74 -3.12
H -2.16 0.02 -4.12
H -2.88 0.91 -2.76
H 1.07 0.33 -2.72
H 0.50 1.54 -1.62
H -0.36 1.35 -3.09
C 4.82 -1.12 -0.40
C 3.66 -1.26 -1.36
N 2.53 -0.48 -0.84
C 2.61 0.51 0.05
N 1.46 1.05 0.54
C 1.55 2.14 1.55
C 2.83 2.06 2.35
C 3.98 2.06 1.37
N 3.81 0.94 0.44
C 5.04 0.35 -0.12
H 5.72 -1.56 -0.84
H 4.61 -1.65 0.53
H 3.33 -2.30 -1.44
H 3.92 -0.91 -2.35
H 1.61 -0.84 -1.02
H 0.68 2.05 2.21
H 1.48 3.10 1.04
H 2.84 1.16 2.96
H 2.90 2.92 3.01
H 4.93 1.92 1.88
H 4.03 3.00 0.82
H 5.82 0.49 0.62
H 5.33 0.89 -1.02
```

**Total charge**: +2
**Gap between HOMO and LUMO (spin up / spin down)**: 7.5 / 7.4 eV
**HOMO level (spin up / spin down)**: -14.61 / -14.65 eV
**Spin multiplicity**: 2

---

Q) Density functional theory data (ωB97M-V/def2-TZVPD) for a molecular structure, C18H42Br2N3ORuSi3.

XYZ file:
```
70
C18H42Br2N3ORuSi3, DFT ωB97M-V/def2-TZVPD
Ru -0.06 0.34 0.65
Br -1.30 1.15 3.22
C -0.01 0.08 4.17
Br 1.04 -0.93 2.90
H -0.54 -0.62 4.81
H 0.66 0.73 4.71
C -1.52 -0.02 -2.43
O -0.39 0.10 -1.55
Si 1.20 -0.13 -2.05
C 1.66 1.02 -3.41
C 1.37 -1.88 -2.57
C 1.95 0.34 -0.42
Si 3.49 -0.70 0.07
C 2.84 -2.43 0.43
C 4.42 -0.07 1.55
C 4.63 -0.60 -1.39
Si 1.90 2.17 0.09
C 3.23 3.09 -0.82
C 0.20 2.90 -0.35
C 2.11 2.47 1.92
H -1.50 0.78 -3.17
H -2.44 0.06 -1.85
H -1.50 -0.99 -2.93
H 1.19 0.72 -4.35
H 2.75 0.98 -3.57
H 1.39 2.06 -3.21
H 0.88 -2.01 -3.54
H 0.92 -2.59 -1.87
H 2.42 -2.17 -2.71
H 1.75 -2.47 0.40
H 3.17 -2.75 1.42
H 3.21 -3.16 -0.28
H 3.86 -0.18 2.48
H 4.74 0.96 1.44
H 5.32 -0.68 1.65
H 4.16 -0.84 -2.35
H 5.46 -1.30 -1.24
H 5.06 0.40 -1.47
H 3.18 2.97 -1.91
H 4.21 2.76 -0.49
H 3.13 4.16 -0.58
H -0.17 2.59 -1.33
H 0.31 3.99 -0.36
H -0.58 2.72 0.40
H 2.89 1.84 2.36
H 1.20 2.34 2.50
H 2.42 3.51 2.04
C -5.52 0.61 0.79
C -4.45 1.58 0.32
N -3.14 0.95 0.48
C -2.89 -0.38 0.52
N -1.64 -0.81 0.67
C -1.37 -2.25 0.58
C -2.49 -3.02 1.24
C -3.78 -2.68 0.53
N -3.93 -1.22 0.42
C -5.28 -0.72 0.12
H -6.50 0.99 0.52
H -5.48 0.50 1.87
H -4.46 2.49 0.91
H -4.61 1.85 -0.72
H -2.34 1.55 0.52
H -0.42 -2.46 1.07
H -1.27 -2.54 -0.47
H -2.56 -2.75 2.29
H -2.31 -4.10 1.18
H -4.64 -3.05 1.08
H -3.81 -3.12 -0.47
H -5.99 -1.47 0.48
H -5.42 -0.65 -0.96
```

**Total charge**: +2
**Gap between HOMO and LUMO (spin up / spin down)**: 6.9 / 7.5 eV
**HOMO level (spin up / spin down)**: -14.57 / -14.41 eV
**Spin multiplicity**: 2

---

Short version: Q) is the most stable of them.

---

P) Density functional theory data (ωB97M-V/def2-TZVPD) for 2 unconnected molecules or ions with the total composition C2H2O2S.

XYZ file:
```
7
C2H2O2S, DFT ωB97M-V/def2-TZVPD
C 1.63 -0.62 -0.16
C -0.46 0.64 0.38
O 2.52 0.10 -0.10
O -2.90 0.35 -0.35
S -1.56 -0.25 -0.46
H 1.49 -1.67 -0.29
H -0.72 1.46 0.99
```

**Gap between HOMO and LUMO (spin up / spin down)**: 8.2 / 8.2 eV
**HOMO level (spin up / spin down)**: -9.10 / -9.10 eV
**Spin multiplicity**: 1

---

Q) Density functional theory data (ωB97M-V/def2-TZVPD) for 2 unconnected molecules or ions with the total composition C2H2O2S.

XYZ file:
```
7
C2H2O2S, DFT ωB97M-V/def2-TZVPD
C 0.07 0.19 0.08
C -0.36 0.39 -1.28
O 0.38 -0.38 2.98
O 0.86 0.81 -0.66
S 0.08 -1.75 2.53
H -0.10 -0.46 -2.00
H -0.94 1.19 -1.66
```

**Gap between HOMO and LUMO (spin up / spin down)**: 7.7 / 7.6 eV
**HOMO level (spin up / spin down)**: -8.84 / -8.73 eV
**Spin multiplicity**: 1

---

Short version: P) is the most stable of them.

---

P) Density functional theory data (ωB97M-V/def2-TZVPD) for a single CH6NOP molecule.

XYZ file:
```
10
CH6NOP, DFT ωB97M-V/def2-TZVPD
C 0.80 -0.22 0.77
P -0.98 -0.56 0.61
N -1.17 0.66 -0.66
O -0.86 -1.78 -0.46
H 1.16 -1.21 1.02
H 1.28 0.53 1.43
H 1.12 -0.07 -0.34
H -0.50 1.46 -0.44
H -1.99 1.14 -0.81
H -0.47 -1.67 -1.26
```

**SMILES string**: CP(N)O
**Gap between HOMO and LUMO**: 10.2 eV
**HOMO level**: -9.04 eV
**Spin multiplicity**: 1

---

Q) Density functional theory data (ωB97M-V/def2-TZVPD) for 2 unconnected molecules or ions with the total composition CH6NOP.

XYZ file:
```
10
CH6NOP, DFT ωB97M-V/def2-TZVPD
C -2.98 -0.38 0.23
P -1.91 0.81 -0.16
O -0.41 0.21 -0.18
H -2.92 -1.50 0.09
H -3.97 -0.01 0.24
H 0.13 0.96 0.23
N 2.91 0.19 -0.16
H 2.28 -0.57 -0.20
H 3.29 0.55 0.64
H 3.59 -0.25 -0.75
```

**SMILES string**: C=PO.N
**Gap between HOMO and LUMO**: 10.0 eV
**HOMO level**: -9.26 eV
**Spin multiplicity**: 1

---

Short version: P) is the most stable of them.

---

P) Density functional theory data (ωB97M-V/def2-TZVPD) for a single C9H13NO3 molecule.

XYZ file:
```
26
C9H13NO3, DFT ωB97M-V/def2-TZVPD
N -0.91 2.53 -1.30
C -1.31 2.44 0.29
C -1.33 0.84 0.67
C -1.78 0.12 -0.60
C -1.92 -1.34 -0.29
O -2.99 -2.00 -0.01
O -0.78 -2.03 0.00
C -0.04 0.33 1.33
C 1.38 0.00 0.65
C 2.63 0.67 0.46
C 3.43 0.04 -0.46
C 2.77 -1.03 -0.69
O 1.56 -0.92 -0.07
H 0.19 2.56 -1.13
H -1.15 1.48 -1.80
H -2.36 2.78 0.18
H -0.72 2.80 1.02
H -1.90 0.84 1.58
H -2.74 0.41 -0.88
H -0.94 0.10 -1.27
H 0.25 -1.61 -0.05
H 0.15 1.05 2.25
H -0.13 -0.46 2.05
H 2.66 1.55 1.14
H 4.63 0.08 -0.52
H 3.21 -2.20 -1.06
```

**SMILES string**: NC[C@@H](CC(=O)O)Cc1ccco1
**Gap between HOMO and LUMO**: 9.7 eV
**HOMO level**: -9.12 eV
**Spin multiplicity**: 1

---

Q) Density functional theory data (ωB97M-V/def2-TZVPD) for a molecular structure, C9H13NO3.

XYZ file:
```
26
C9H13NO3, DFT ωB97M-V/def2-TZVPD
C 2.41 0.40 -3.21
C 0.69 -0.24 -1.78
C -0.67 0.15 -1.85
C -1.34 0.19 -0.78
C -0.75 0.26 0.54
C 0.54 -0.13 0.65
C 1.33 -0.24 -0.47
C -1.46 0.75 1.95
C -1.90 -0.38 2.94
H 3.65 -0.23 -2.77
H 2.23 0.10 -4.52
H 2.04 1.58 -2.54
H -1.41 0.02 -2.72
H -2.42 0.46 -0.89
H 1.22 0.05 1.72
H 3.09 -1.28 0.44
H -0.66 1.03 2.50
H -2.77 2.46 1.90
H -2.95 -0.81 2.57
H -1.92 -0.10 4.18
H -1.01 -2.28 2.95
H -0.23 -1.19 1.61
N -0.63 -1.16 2.79
O 1.44 -0.53 -2.83
O 2.82 -0.29 -0.51
O -2.70 1.29 1.85
```

**Gap between HOMO and LUMO**: 8.1 eV
**HOMO level**: -8.42 eV
**Spin multiplicity**: 1

---

Short version: P) is the most stable of them.